Entry 1:
71
Properties=species:S:1:pos:R:3 method="wB97M-V/def2-TZVPD" energy_ha=-4279.417625 lumo_energy_ev=-7.806 orbital_gap_ev=6.0 homo_ev=-13.8 relative_energy_kcal_mol=50.1 total_charge=+2
Ta 1.37 0.56 -0.56
C -0.71 -0.40 3.53
C -1.58 -1.32 2.68
N -0.80 -2.06 1.67
C -0.65 -3.48 2.02
C 0.15 -3.71 3.29
C -1.33 -1.91 0.33
C -0.26 -2.15 -0.74
N 0.97 -1.37 -0.47
C 1.92 -1.99 0.36
C 2.41 -1.25 1.43
F 1.88 0.06 1.54
C 3.37 -1.67 2.31
F 3.78 -0.85 3.27
C 3.89 -2.94 2.16
C 3.42 -3.72 1.12
F 3.90 -4.94 0.94
C 2.46 -3.26 0.21
F 2.10 -4.03 -0.81
H -1.30 0.08 4.31
H -0.26 0.38 2.91
H 0.10 -0.95 4.02
H -2.33 -0.71 2.17
H -2.13 -2.02 3.32
H -0.15 -3.99 1.19
H -1.64 -3.95 2.11
H 0.28 -4.78 3.45
H -0.35 -3.31 4.17
H 1.14 -3.25 3.22
H -1.68 -0.88 0.22
H -2.18 -2.57 0.11
H -0.65 -1.86 -1.72
H 0.00 -3.20 -0.82
H 4.64 -3.32 2.84
C 2.66 1.67 -2.22
C 3.04 0.29 -2.29
C 3.75 -0.03 -1.11
C 3.78 1.12 -0.30
C 3.11 2.17 -0.98
H 2.12 2.22 -2.97
H 2.85 -0.38 -3.11
H 4.19 -0.98 -0.88
H 4.23 1.20 0.68
H 2.98 3.18 -0.61
C -2.98 -0.07 -2.53
Si -1.48 0.95 -2.93
C -0.14 0.03 -3.86
C -1.89 2.54 -3.79
As -0.65 1.78 -0.77
Si -2.02 3.64 0.08
C -1.59 5.12 -0.94
C -1.45 3.71 1.84
C -3.75 3.01 -0.13
H -3.53 -0.23 -3.46
H -3.64 0.44 -1.84
H -2.75 -1.06 -2.12
H -0.64 -0.39 -4.75
H 0.33 -0.80 -3.35
H 0.62 0.72 -4.23
H -2.23 2.31 -4.81
H -1.03 3.21 -3.87
H -2.70 3.07 -3.29
H -0.53 5.36 -0.91
H -2.13 5.98 -0.52
H -1.89 5.02 -1.98
H -0.40 4.01 1.91
H -1.59 2.76 2.35
H -2.04 4.46 2.37
H -4.04 2.90 -1.18
H -4.42 3.75 0.32
H -3.92 2.06 0.39

Entry 2:
71
Properties=species:S:1:pos:R:3 method="wB97M-V/def2-TZVPD" multiplicity=5 energy_ha=-2339.569701 lumo_energy_ev="-4.950 / -4.934" orbital_gap_ev="8.4 / 8.4" homo_ev="-13.3 / -13.4" relative_energy_kcal_mol=81.6 total_charge=+2
Ho 1.26 -0.17 0.75
N 3.79 -0.25 0.57
C 4.52 0.37 1.70
C 3.76 1.57 2.21
N 2.39 1.22 2.65
C 2.44 0.47 3.94
C 1.43 -0.65 4.05
N 1.51 -1.52 2.86
C 1.59 2.46 2.79
C 0.14 2.18 3.11
N -0.43 1.27 2.10
H 4.04 0.22 -0.30
H 4.09 -1.21 0.43
H 4.62 -0.39 2.48
H 5.53 0.66 1.43
H 4.31 2.08 3.00
H 3.65 2.30 1.39
H 3.44 0.04 4.04
H 2.33 1.16 4.78
H 1.60 -1.20 4.97
H 0.41 -0.28 4.10
H 2.40 -2.03 2.86
H 0.81 -2.25 2.90
H 2.03 3.12 3.55
H 1.66 3.00 1.84
H 0.04 1.74 4.10
H -0.41 3.13 3.15
H -1.24 0.78 2.47
H -0.78 1.80 1.30
N 1.67 1.30 -1.21
C 1.47 0.60 -2.49
C 2.13 1.13 -3.59
C 2.06 0.51 -4.83
C 1.32 -0.65 -4.96
C 0.64 -1.16 -3.87
C 0.69 -0.55 -2.61
C -0.01 -1.29 -1.49
C -1.32 -2.03 -1.86
C -1.30 -3.51 -1.67
C -0.27 -4.13 -1.11
C 0.84 -3.36 -0.49
C 1.00 -2.04 -0.62
H 2.57 1.77 -1.28
H 0.96 2.03 -1.13
H 2.70 2.04 -3.48
H 2.59 0.93 -5.68
H 1.27 -1.16 -5.91
H 0.08 -2.08 -3.99
H -1.65 -1.79 -2.88
H -2.14 -4.08 -2.04
H -0.26 -5.20 -1.01
H 1.50 -3.93 0.15
C -5.22 -0.09 0.26
C -5.26 0.49 -1.15
C -5.24 2.01 -1.13
C -4.16 -0.11 -2.02
N -2.81 -0.03 -1.43
C -2.07 -1.14 -0.86
N -0.84 -0.43 -0.44
N -1.05 0.98 -0.76
N -2.17 1.10 -1.30
H -6.09 0.23 0.84
H -4.33 0.26 0.80
H -5.22 -1.18 0.26
H -6.18 0.17 -1.63
H -4.32 2.40 -0.68
H -6.08 2.40 -0.55
H -5.32 2.43 -2.14
H -4.12 0.34 -3.01
H -4.33 -1.18 -2.15
H -2.64 -1.63 -0.07

Entry 3:
69
Properties=species:S:1:pos:R:3 method="wB97M-V/def2-TZVPD" multiplicity=5 energy_ha=-3804.323444 lumo_energy_ev="-14.131 / -15.473" orbital_gap_ev="7.0 / 5.7" homo_ev="-21.1 / -21.2" relative_energy_kcal_mol=16.5 total_charge=+4
Ru -0.58 -0.08 -0.10
C 0.91 2.21 0.98
C 0.40 1.56 2.26
O -0.21 0.25 1.98
C 0.58 -0.89 2.50
C 0.20 -2.08 1.70
O 0.60 -1.74 0.32
C 0.21 -2.67 -0.74
C 0.61 -2.01 -2.05
O 0.40 -0.56 -1.92
C 1.67 0.21 -2.03
C 1.51 1.51 -1.31
O 1.28 1.14 0.08
H 1.78 2.84 1.20
H 0.15 2.84 0.51
H -0.37 2.18 2.72
H 1.19 1.40 2.99
H 0.34 -1.03 3.56
H 1.64 -0.66 2.38
H -0.89 -2.23 1.71
H 0.67 -3.00 2.04
H -0.88 -2.82 -0.68
H 0.69 -3.64 -0.60
H -0.03 -2.38 -2.85
H 1.64 -2.20 -2.31
H 1.89 0.38 -3.09
H 2.46 -0.38 -1.58
H 0.67 2.09 -1.68
H 2.42 2.11 -1.41
C -6.24 3.10 0.18
C -6.09 2.75 1.66
C -4.85 1.92 2.01
C -4.91 0.45 1.60
N -5.12 0.23 0.14
C -4.22 0.39 -0.85
Se -2.53 1.23 -0.64
N -4.76 0.10 -2.05
C -4.13 0.20 -3.40
C -4.71 1.37 -4.20
C -4.38 2.74 -3.62
C -2.92 3.16 -3.83
C -6.05 -0.32 -1.85
C -7.01 -0.76 -2.75
C -8.22 -1.09 -2.19
C -8.47 -0.98 -0.75
C -7.51 -0.55 0.14
C -6.29 -0.23 -0.42
H -6.89 3.97 0.05
H -6.71 2.30 -0.41
H -5.28 3.36 -0.28
H -6.99 2.26 2.04
H -6.03 3.67 2.23
H -4.71 1.89 3.09
H -3.96 2.39 1.59
H -5.76 -0.02 2.09
H -4.02 -0.10 1.89
H -4.32 -0.75 -3.91
H -3.06 0.30 -3.27
H -5.79 1.24 -4.29
H -4.30 1.29 -5.21
H -4.65 2.79 -2.55
H -5.02 3.47 -4.10
H -2.21 2.43 -3.44
H -2.72 4.12 -3.36
H -2.71 3.27 -4.90
H -6.84 -0.84 -3.81
H -9.02 -1.44 -2.83
H -9.45 -1.24 -0.37
H -7.71 -0.48 1.20